# 1
Below is a cluster of 13 separate species, C50H102O13 in total in a non-equilibrium geometry, with properties calculated with the ωB97M-V functional and the def2-TZVPD basis.

Geometry as XYZ:
```
165
Properties=species:S:1:pos:R:3:mulliken_charge:R:1
C 5.723 7.534 9.668 -0.603
C 6.619 6.595 10.466 0.189
C 6.296 5.225 9.942 0.168
O 5.133 5.290 9.143 -0.490
C 4.553 6.603 9.283 -0.549
H 6.282 7.849 8.788 0.279
H 5.380 8.377 10.263 0.317
H 6.465 6.673 11.547 -0.376
H 7.644 6.959 10.352 0.365
H 6.208 4.544 10.795 -0.064
H 7.175 4.831 9.418 0.204
H 3.804 6.612 10.083 0.253
H 3.992 6.882 8.393 0.365
C 15.868 0.378 9.449 -0.803
C 15.331 0.527 10.901 -0.281
C 13.948 1.093 10.674 0.397
O 13.481 0.667 9.419 -0.153
C 14.619 0.584 8.571 -0.585
H 16.268 -0.637 9.416 0.244
H 16.654 1.069 9.159 0.301
H 15.965 1.251 11.416 0.434
H 15.370 -0.379 11.504 0.201
H 14.025 2.193 10.652 0.473
H 13.264 0.863 11.494 -0.862
H 14.770 1.562 8.091 0.357
H 14.482 -0.107 7.742 0.384
C 8.115 3.015 18.277 0.009
C 8.158 3.660 19.643 -0.775
C 8.106 5.175 19.335 -0.611
O 8.252 5.283 17.920 -0.349
C 8.667 4.055 17.303 0.349
H 7.066 2.812 18.024 -0.090
H 8.561 2.020 18.202 0.214
H 9.104 3.486 20.165 0.278
H 7.360 3.307 20.292 0.386
H 8.944 5.711 19.774 0.297
H 7.122 5.517 19.660 0.263
H 9.757 3.959 17.310 0.340
H 8.151 4.014 16.348 -0.363
C 4.830 0.243 14.078 1.988
C 4.043 -0.959 14.654 -0.624
C 2.564 -0.494 14.483 -0.463
O 2.618 0.950 14.309 -0.467
C 3.774 1.178 13.561 0.008
H 5.576 -0.163 13.394 -1.194
H 5.321 0.830 14.856 -0.327
H 4.248 -1.119 15.709 0.297
H 4.152 -1.860 14.053 0.246
H 1.953 -0.610 15.376 0.284
H 2.055 -0.905 13.609 0.309
H 4.233 2.164 13.704 -0.187
H 3.555 1.166 12.481 0.230
C 9.828 -1.326 6.665 -0.590
C 11.008 -0.468 7.140 -0.585
C 10.387 0.530 8.151 0.321
O 9.025 0.523 7.857 -0.377
C 8.645 -0.326 6.787 -0.517
H 9.644 -2.194 7.293 0.239
H 9.999 -1.586 5.622 0.399
H 11.492 -0.039 6.259 0.475
H 11.829 -1.068 7.542 0.177
H 10.870 1.486 7.897 0.342
H 10.710 0.431 9.189 -0.317
H 8.535 0.310 5.902 0.369
H 7.669 -0.764 6.994 0.123
C 9.349 7.075 14.887 0.274
C 10.436 8.087 14.562 -0.935
C 11.499 7.189 13.911 -0.525
O 10.766 6.122 13.336 -0.442
C 9.392 6.081 13.724 1.142
H 8.376 7.539 15.065 0.232
H 9.577 6.603 15.846 0.001
H 10.697 8.678 15.441 0.426
H 10.138 8.853 13.839 0.312
H 12.130 6.719 14.671 0.246
H 12.096 7.838 13.270 0.357
H 9.113 5.057 13.969 -0.749
H 8.815 6.428 12.858 -0.374
C 7.114 -2.261 12.008 -0.085
C 8.200 -1.293 11.586 1.934
C 8.769 -1.965 10.318 0.700
O 8.295 -3.315 10.361 -0.532
C 7.739 -3.589 11.635 -0.660
H 6.221 -2.088 11.405 0.232
H 6.812 -2.234 13.058 0.020
H 8.962 -1.040 12.324 -0.558
H 7.719 -0.338 11.364 -0.878
H 9.864 -1.941 10.286 -0.143
H 8.422 -1.590 9.353 -0.729
H 8.482 -3.917 12.374 0.131
H 7.011 -4.402 11.609 0.455
C 11.481 -3.449 13.378 0.361
C 11.796 -3.382 11.897 -0.569
C 12.382 -1.965 11.852 0.404
O 13.043 -1.781 13.116 -0.282
C 12.660 -2.775 14.058 -0.371
H 11.178 -4.422 13.780 0.532
H 10.569 -2.890 13.620 -0.739
H 10.931 -3.448 11.239 0.260
H 12.543 -4.117 11.596 0.380
H 11.566 -1.235 11.877 -0.488
H 13.189 -1.853 11.131 0.272
H 12.339 -2.334 15.006 0.107
H 13.414 -3.525 14.322 0.242
C 12.383 1.931 16.156 0.307
C 12.900 0.551 15.805 0.159
C 14.277 0.762 15.127 -0.388
O 14.583 2.120 15.420 -0.500
C 13.397 2.880 15.494 -0.501
H 12.347 2.028 17.243 0.331
H 11.370 2.114 15.787 -0.221
H 12.172 0.073 15.142 -0.517
H 13.006 -0.098 16.673 0.503
H 14.283 0.619 14.045 0.031
H 14.956 0.114 15.678 0.372
H 13.089 3.186 14.484 0.174
H 13.461 3.828 16.031 0.357
C 7.743 -1.075 15.994 0.187
C 9.221 -1.202 15.623 1.352
C 9.933 -0.951 16.961 -0.105
O 8.978 -0.319 17.814 -0.500
C 7.694 -0.849 17.502 -0.659
H 7.236 -2.000 15.704 0.490
H 7.185 -0.306 15.459 -0.680
H 9.557 -0.494 14.869 -0.777
H 9.372 -2.233 15.304 -0.038
H 10.810 -0.310 16.937 -0.195
H 10.258 -1.870 17.467 0.252
H 6.870 -0.196 17.783 0.355
H 7.617 -1.795 18.050 0.308
C 9.509 2.142 11.320 0.572
C 8.378 2.916 11.881 0.689
C 8.158 2.240 13.271 1.909
O 9.288 1.351 13.390 -0.260
C 10.333 1.814 12.568 0.474
H 10.111 2.569 10.514 0.627
H 9.211 1.174 10.906 -1.124
H 7.532 2.889 11.195 -0.141
H 8.724 3.955 11.889 -0.125
H 7.223 1.684 13.209 -0.634
H 8.097 2.989 14.061 -1.375
H 11.073 1.025 12.418 -0.848
H 10.844 2.676 13.020 -0.120
C 5.494 6.570 15.974 -0.304
C 4.709 5.437 16.623 -0.670
C 4.893 4.218 15.672 0.039
O 5.693 4.678 14.592 -0.149
C 5.628 6.107 14.544 0.126
H 6.468 6.651 16.463 -0.062
H 4.967 7.519 16.044 0.520
H 3.660 5.741 16.610 0.272
H 5.020 5.190 17.635 0.249
H 3.947 3.800 15.315 0.285
H 5.452 3.406 16.148 -0.158
H 4.747 6.455 13.991 0.249
H 6.517 6.445 14.014 -0.377
C 5.379 0.180 9.726 0.798
C 4.693 -0.105 8.390 -0.668
O 4.002 -1.348 8.363 -0.539
H 5.498 1.258 9.870 0.170
H 6.397 -0.216 9.695 -0.670
H 4.874 -0.179 10.623 -0.017
H 5.406 -0.057 7.569 0.254
H 3.956 0.693 8.245 0.366
H 3.103 -1.193 8.659 0.313
```

Calculated values
Energy above the lowest of the compared OMol25 structures with the same formula, charge and spin in eV: 1.403
E_HOMO in eV: -9.273

# 2
Below is the molecule C21H31BFNO11S in a non-equilibrium geometry, with properties calculated with the ωB97M-V functional and the def2-TZVPD basis.

Geometry as XYZ:
```
67
Properties=species:S:1:pos:R:3:mulliken_charge:R:1
C -3.316 0.456 0.319 -1.817
C -3.422 1.619 1.335 2.632
C -4.683 2.441 0.908 -1.843
C -2.198 2.566 1.124 -1.323
C -3.667 1.193 2.811 -2.226
C -2.946 -0.082 3.329 2.490
C -3.034 -0.017 4.907 -1.872
C -3.683 -1.391 2.964 -1.981
C -1.455 -0.148 3.010 0.188
C -0.575 0.809 3.473 -0.401
C 0.770 0.774 3.229 -1.047
C 1.331 -0.261 2.519 0.237
O 2.695 -0.296 2.315 -0.587
C 2.952 -0.568 0.918 0.453
C 4.339 -0.074 0.507 -0.877
O 4.466 -0.244 -0.903 -0.307
C 3.918 0.838 -1.627 -0.797
C 3.421 0.456 -3.036 -1.454
C 2.560 -0.828 -3.097 0.970
B 3.572 -2.053 -3.465 0.961
O 4.943 -1.997 -3.208 -0.540
O 3.095 -3.179 -4.076 -0.535
O 1.792 -1.029 -1.899 -0.395
C 0.827 -0.038 -2.021 0.328
O 0.266 0.572 -1.157 -0.473
O 0.608 0.224 -3.391 -0.496
C 1.336 -0.804 -4.065 0.432
O 0.570 -1.956 -3.818 -0.221
N 0.252 -2.702 -5.002 0.218
O -0.142 -3.745 -4.707 -0.315
S 1.612 -0.334 -5.805 1.180
O 2.379 -1.326 -6.458 -0.572
O 0.341 -0.093 -6.368 -0.604
F 2.352 1.043 -5.730 -0.202
C 0.472 -1.225 2.044 -0.537
C -0.878 -1.171 2.282 0.011
H -4.173 -0.213 0.481 0.270
H -2.368 -0.082 0.360 0.240
H -3.488 0.882 -0.677 0.558
H -4.692 2.648 -0.165 0.426
H -4.607 3.403 1.438 0.469
H -5.613 1.989 1.271 0.393
H -2.563 3.551 0.800 0.428
H -1.602 2.198 0.283 0.068
H -1.602 2.746 2.020 0.344
H -3.387 2.034 3.460 0.289
H -4.749 1.043 2.928 0.501
H -4.070 -0.246 5.176 0.487
H -2.731 0.983 5.223 0.385
H -2.375 -0.801 5.290 0.429
H -3.452 -1.691 1.937 0.436
H -4.767 -1.268 3.023 0.357
H -3.313 -2.206 3.597 0.424
H -0.965 1.635 4.065 0.340
H 1.440 1.556 3.582 0.403
H 2.892 -1.638 0.702 0.113
H 2.220 0.018 0.358 -0.080
H 4.452 0.983 0.793 0.382
H 5.147 -0.613 1.010 0.251
H 3.141 1.387 -1.077 0.439
H 4.732 1.568 -1.781 0.416
H 4.270 0.442 -3.723 0.786
H 2.789 1.292 -3.370 0.473
H 5.349 -1.482 -3.917 0.314
H 3.819 -3.510 -4.625 0.296
H 0.883 -2.060 1.484 0.342
H -1.486 -1.979 1.890 0.341
```

Calculated values
Energy above the lowest of the compared OMol25 structures with the same formula, charge and spin in eV: 0.000
E_HOMO in eV: -8.406
Structure (SMILES): CC(C)(C)CC(C)(C)c1ccc(OCCOCC[C@@]2(B(O)O)OC(=O)O[C@@]2(ON=O)S(=O)(=O)F)cc1

# 3
Below is a structure of composition C30H38BrCl2HgN3O3S2, with properties calculated with the ωB97M-V functional and the def2-TZVPD basis.

Geometry as XYZ:
```
80
Properties=species:S:1:pos:R:3:mulliken_spin:R:1
Hg 1.077 -0.555 -1.599 -0.008
C 4.469 0.849 -1.628 0.004
O 3.781 -0.124 -2.397 -0.001
C 4.453 -1.358 -2.495 0.000
C 4.294 -2.202 -1.253 0.000
O 2.915 -2.505 -1.106 0.001
C 2.615 -3.183 0.105 0.001
C 2.369 -2.217 1.247 0.000
O 1.187 -1.501 0.959 0.009
C 0.760 -0.658 2.018 -0.002
H 5.501 0.955 -1.977 0.001
H 4.477 0.600 -0.562 0.000
H 3.941 1.789 -1.762 -0.004
H 5.520 -1.212 -2.694 0.000
H 3.999 -1.882 -3.337 0.000
H 4.666 -1.673 -0.369 0.000
H 4.866 -3.128 -1.374 0.000
H 3.423 -3.872 0.368 0.000
H 1.707 -3.756 -0.076 0.000
H 3.211 -1.521 1.361 0.000
H 2.257 -2.783 2.180 0.000
H 0.600 -1.239 2.934 0.000
H -0.182 -0.208 1.707 0.003
H 1.484 0.135 2.218 -0.003
S -1.083 0.472 -2.269 0.082
C -1.216 1.612 -0.969 0.195
N -2.472 2.059 -0.670 0.170
C -2.649 2.957 0.452 0.020
C -1.526 3.967 0.425 -0.012
N -0.271 3.251 0.529 0.171
C 0.793 3.829 1.347 -0.031
C 1.037 3.073 2.641 0.015
C -0.025 2.784 3.491 0.002
C 0.187 2.094 4.676 -0.002
C 1.469 1.696 5.028 0.002
C 2.535 1.992 4.190 -0.002
C 2.317 2.672 3.001 -0.003
C -0.101 2.129 -0.236 0.265
S 1.485 1.435 -0.203 0.102
C -3.700 1.462 -1.185 -0.011
C -4.416 0.678 -0.110 -0.005
C -3.790 -0.421 0.473 0.018
C -4.428 -1.146 1.466 -0.001
C -5.701 -0.782 1.886 0.002
C -6.327 0.313 1.313 0.000
C -5.684 1.042 0.322 0.004
H -2.635 2.406 1.399 -0.001
H -3.615 3.450 0.354 0.000
H -1.613 4.661 1.258 -0.002
H -1.571 4.536 -0.511 0.006
H 0.490 4.851 1.574 -0.007
H 1.716 3.878 0.767 0.017
H -1.028 3.105 3.233 -0.001
H -0.650 1.881 5.328 0.000
H 1.634 1.169 5.958 0.000
H 3.538 1.691 4.465 0.000
H 3.151 2.898 2.346 0.001
H -3.443 0.810 -2.014 -0.003
H -4.342 2.261 -1.565 0.004
H -2.799 -0.712 0.137 -0.008
H -3.934 -2.001 1.911 0.000
H -6.203 -1.355 2.654 0.000
H -7.318 0.602 1.637 0.000
H -6.180 1.897 -0.124 0.000
Cl 1.581 -0.942 -4.628 0.000
C 1.520 0.696 -5.334 -0.001
Cl 1.799 1.961 -4.138 0.001
H 0.531 0.836 -5.752 0.000
H 2.288 0.757 -6.094 0.000
Br -1.692 -4.932 -4.828 0.000
C -1.319 -4.374 -3.063 -0.003
C -1.756 -5.105 -1.972 0.001
C -1.465 -4.614 -0.709 -0.003
C -0.741 -3.440 -0.589 0.000
N -0.303 -2.756 -1.646 0.007
C -0.597 -3.209 -2.862 0.006
H -2.308 -6.025 -2.105 0.000
H -1.797 -5.140 0.175 0.000
H -0.494 -3.029 0.380 0.000
H -0.264 -2.623 -3.709 0.001
```

Calculated values
Energy above the lowest of the compared OMol25 structures with the same formula, charge and spin in eV: 0.689
Charge: +1
E_HOMO (spin up / spin down) in eV: -8.912 / -10.545
Spin multiplicity: 2

# 4
Below is a structure of composition C4H7FeO2 in a non-equilibrium geometry, with properties calculated with the ωB97M-V functional and the def2-TZVPD basis.

Geometry as XYZ:
```
14
Properties=species:S:1:pos:R:3:mulliken_spin:R:1
O 1.148 -1.923 -1.276 0.897
C -0.110 -1.878 -0.726 -0.008
C -0.636 -0.426 -0.713 0.013
C 0.450 0.505 -0.148 0.003
C -0.055 1.438 0.838 0.014
O 0.643 2.304 1.393 -0.103
Fe 0.563 3.400 2.908 5.072
H 1.234 -0.066 0.389 0.004
H -0.124 -2.230 0.339 0.072
H -0.859 -2.470 -1.306 0.023
H -1.605 -0.368 -0.192 0.002
H -0.827 -0.134 -1.758 0.002
H 1.208 0.662 -1.046 0.001
H -1.030 1.188 1.298 0.007
```

Calculated values
Energy above the lowest of the compared OMol25 structures with the same formula, charge and spin in eV: 0.000
Charge: +1
E_HOMO (spin up / spin down) in eV: -12.230 / -13.728
Spin multiplicity: 7

# 5
Below is a cluster of 2 separate species, C7H2N3O2 in total in a non-equilibrium geometry, with properties calculated with the ωB97M-V functional and the def2-TZVPD basis.

Geometry as XYZ:
```
14
Properties=species:S:1:pos:R:3:mulliken_spin:R:1
C 0.459 2.315 1.017 0.295
C -1.486 1.301 1.675 -0.032
C -1.389 1.925 -0.564 0.029
C 0.206 -0.498 -1.417 0.031
C 0.694 -0.387 -0.328 0.003
C 2.197 3.691 2.633 0.062
C -0.742 1.777 0.660 0.358
N 1.559 2.588 1.362 0.578
N -2.147 0.889 2.530 0.320
N -2.067 2.189 -1.482 0.226
O 3.337 3.924 2.403 0.040
O 1.251 3.945 3.303 0.092
H -0.621 -0.446 -2.058 0.002
H 1.354 -0.574 0.445 -0.003
```

Calculated values
Charge: -1
E_HOMO (spin up / spin down) in eV: -1.263 / -6.433
Spin multiplicity: 3

# 6
Below is the molecule C5H6 in a non-equilibrium geometry, with properties calculated with the ωB97M-V functional and the def2-TZVPD basis.

Geometry as XYZ:
```
11
Properties=species:S:1:pos:R:3:mulliken_charge:R:1
C -0.770 -0.201 0.287 -0.376
C 0.201 0.433 -0.599 0.385
C 0.043 -1.153 1.105 -0.551
C 0.372 0.918 -1.841 -0.652
C 0.542 0.250 1.042 -0.399
H -1.826 0.041 0.228 0.338
H -0.257 -1.549 1.975 0.346
H 0.646 -1.848 0.538 0.177
H 1.240 1.512 -2.101 0.262
H -0.464 0.785 -2.523 0.252
H 0.273 0.812 1.888 0.219
```

Calculated values
Energy above the lowest of the compared OMol25 structures with the same formula, charge and spin in eV: 3.403
E_HOMO in eV: -8.634
Structure (SMILES): C=C1[C@H]2C[C@@H]12

Result set for E_tot: -80114.433 -60518.743 -163265.842 -42730.939 -15850.852 -5277.796 eV, one per record in the order listed.